(1)
Density functional theory data (ωB97M-V/def2-TZVPD) for a cluster of 4 separate species, C22H45N4O5 in total.

CARTESIAN COORDINATES (ANGSTROEM)
C  1.191500  -2.076249  2.278579
C  1.976032  -0.688486  2.206675
C  3.524771  -0.735536  2.349019
C  4.421072  0.538583  2.260218
C  3.654466  1.883336  2.013316
C  2.114626  1.938736  1.878222
C  1.224869  0.641876  1.971498
C  -0.347543  0.816394  1.776856
C  -1.253193  -0.002361  2.812439
N  -2.395107  0.877428  3.287572
C  -1.959440  -1.260010  2.058186
O  -2.256004  -1.256586  0.813380
O  -2.230459  -2.437028  2.766664
H  0.522320  -2.283217  1.363827
H  1.940059  -2.933350  2.470126
H  0.508455  -2.021828  3.209826
H  4.066732  -1.722086  2.518051
H  5.568245  0.498747  2.332722
H  4.230006  2.858538  1.905260
H  1.585622  2.924007  1.671603
H  -0.572180  1.937692  1.967081
H  -0.587754  0.634156  0.676726
H  -0.662915  -0.350255  3.738143
H  -3.193194  0.219513  3.417610
H  -2.681219  1.419983  2.442839
C  -0.553726  -3.072799  -2.684351
C  -1.186080  -1.737084  -2.297581
C  -2.418601  -1.360343  -3.144396
O  -2.121606  -0.913086  -4.467767
C  -1.808608  -1.950183  -5.379455
N  -0.157319  -0.691429  -2.347279
H  0.070103  -3.001002  -3.577949
H  0.096436  -3.426825  -1.878769
H  -1.317397  -3.835724  -2.854576
H  -1.525071  -1.831754  -1.260214
H  -2.915153  -0.515201  -2.655946
H  -3.153008  -2.174485  -3.170422
H  -2.400624  -2.851779  -5.197337
H  -0.741294  -2.175332  -5.340118
H  -2.026720  -1.590485  -6.388336
H  -0.548334  0.171738  -1.975907
H  0.014093  -0.474968  -3.330962
C  -3.761120  6.258083  4.190632
C  -3.652773  4.771315  3.853337
C  -4.685506  3.887813  4.584810
O  -4.408194  3.664574  5.964100
C  -4.734326  4.752182  6.810853
N  -2.280849  4.322874  4.111086
H  -3.307497  6.505659  5.151379
H  -3.236962  6.852859  3.436596
H  -4.804403  6.583790  4.204977
H  -3.846724  4.671655  2.779358
H  -4.667889  2.896271  4.120063
H  -5.706061  4.269703  4.455371
H  -5.640000  5.271867  6.484451
H  -3.893380  5.444987  6.873038
H  -4.904240  4.358397  7.815835
H  -2.179349  3.366355  3.774883
H  -2.171618  4.235419  5.122384
C  3.318510  -2.774422  -3.501573
C  3.348085  -2.278752  -4.946621
C  3.934135  -3.298674  -5.945631
O  5.351288  -3.437778  -5.893616
C  5.824068  -4.221774  -4.811022
N  4.066599  -1.000280  -4.997849
H  4.291922  -2.708100  -3.013323
H  2.631254  -2.163188  -2.908967
H  2.973039  -3.809795  -3.448047
H  2.308965  -2.097038  -5.244128
H  3.713646  -2.942042  -6.958129
H  3.448619  -4.277797  -5.852590
H  5.156684  -5.058286  -4.585546
H  5.968893  -3.595819  -3.929408
H  6.801985  -4.623617  -5.087034
H  3.983155  -0.613199  -5.935640
H  5.063158  -1.204491  -4.909136

Cartesian forces (eV/Å) of the 6 atoms listed first:
0.17 0.64 0.89
1.42 1.68 -0.50
-0.70 3.47 -0.52
-4.67 0.27 -0.53
-1.64 -2.71 0.14
1.58 -3.51 0.51

The HOMO-LUMO gap comes out at 6.78 eV. The net charge is -1.

Quick look at the Mulliken charges, all values in e: -0.91 0.89 -0.66 -0.52 -0.40 -0.74 0.49 -0.24 0.34 -0.66 0.21 -0.70 -0.78 0.07 0.34 0.27 0.20 0.29 0.28 0.25 0.18 0.10 0.12 0.30 0.26 -1.36 1.07 -0.91 -0.41 -0.44 -0.58 0.12 0.30 0.38 -0.03 0.32 0.45 0.28 0.02 0.27 0.28 0.28 -1.50 0.38 -0.58 -0.39 -0.64 -0.69 0.29 0.37 0.34 0.39 0.30 0.43 0.29 0.21 0.26 0.21 0.32 -1.47 0.72 -0.87 -0.41 -0.63 -0.69 0.31 0.33 0.35 0.16 0.38 0.40 0.29 0.23 0.26 0.28 0.32

(2)
Density functional theory data (ωB97M-V/def2-TZVPD) for a structure of composition C7H10BrLaN.

CARTESIAN COORDINATES (ANGSTROEM)
C  0.470520  2.061750  -1.190458
C  0.409214  1.051356  -2.222672
C  1.528150  0.149842  -2.043037
C  2.289427  0.618039  -0.888670
C  1.623816  1.793108  -0.365344
La  0.124220  -0.489273  0.118913
N  -1.088602  0.712292  1.560391
C  -2.307198  0.343372  0.810234
C  -2.186077  -0.272952  -0.553926
H  1.660079  -0.825684  -2.552092
H  -0.398346  0.931280  -2.954711
H  3.091004  0.050344  -0.375563
H  1.902020  2.339443  0.544512
H  -0.248876  2.872954  -1.044768
H  -2.475095  0.331076  -1.434837
H  -2.870377  -0.369724  1.449252
H  -1.101029  1.264084  2.445116
H  -2.304153  -1.383689  -0.647596
H  -2.871845  1.285043  0.698033
Br  1.116656  -1.996358  1.981563

Cartesian forces (eV/Å) of the 6 atoms listed first:
1.07 -1.08 -0.47
0.97 0.21 0.80
0.15 1.12 0.48
-0.51 0.40 -0.68
-0.22 -0.62 -1.17
-0.57 1.57 -1.38

The HOMO-LUMO gap comes out at 5.65 eV. The energy above the lowest of the compared OMol25 structures with the same formula, charge and spin comes out at 0.00 kcal/mol. The net charge is -1.

Quick look at the Mulliken charges, all values in e: -0.34 -0.40 -0.69 -0.58 -0.53 0.97 -0.51 -0.28 -1.05 0.43 0.39 0.46 0.35 0.34 0.25 0.26 0.08 0.27 0.27 -0.69

(3)
Density functional theory data (ωB97M-V/def2-TZVPD) for a structure of composition C13H15NPtSe.

CARTESIAN COORDINATES (ANGSTROEM)
C  -0.175707  0.383045  -3.022389
C  1.229750  0.452432  -2.678709
C  1.361757  0.969329  -1.366234
C  0.049899  1.308598  -0.892423
C  -0.915550  0.976262  -1.909604
Pt  -0.349901  -1.183044  -1.100518
N  -1.980378  -0.275656  0.496162
C  0.674995  -2.544676  -2.279016
C  2.023741  -2.205767  -2.573267
H  2.303148  1.134052  -0.848651
H  2.045750  0.242519  -3.362304
H  -0.173864  1.861436  0.007207
H  -1.959123  1.306119  -1.953022
H  -0.614354  0.119120  -3.994767
H  2.275537  -1.791812  -3.549703
H  0.404867  -3.446595  -1.688278
H  -2.482273  -1.017034  -0.035326
H  2.798295  -2.590908  -1.908567
H  -0.170148  -2.332094  -2.970679
Se  1.123018  -1.128746  0.899472
C  0.204042  -0.037086  2.140368
C  -0.857534  -0.596738  2.882489
C  -1.582084  0.185783  3.773073
C  -1.302742  1.551022  3.909082
C  -0.267876  2.116371  3.158662
C  0.492553  1.332822  2.292392
H  -1.111893  -1.640472  2.708646
H  -2.382491  -0.274441  4.356566
H  -1.891726  2.169897  4.597299
H  -0.040678  3.183204  3.244829
H  1.270966  1.773058  1.667220

Cartesian forces (eV/Å) of the 6 atoms listed first:
0.82 0.85 0.47
-0.92 1.53 -0.54
-0.97 1.19 -1.28
0.29 1.27 -1.63
1.23 0.18 -0.14
-1.45 0.37 2.86

The expectation value of S² is 2.19. The HOMO-LUMO gap (spin up / spin down) comes out at 3.98 / 3.59 eV. The net charge is -2. Its spin multiplicity is 3.

Quick look at the natural (NBO) charges, all values in e: -0.42 -0.36 -0.32 -0.37 -0.36 0.48 -0.82 -0.66 -0.49 0.20 0.19 0.21 0.21 0.19 0.16 0.19 0.25 0.17 0.19 -0.26 -0.14 -0.20 -0.23 -0.27 -0.24 -0.27 0.22 0.18 0.18 0.18 0.21

(4)
Density functional theory data (ωB97M-V/def2-TZVPD) for a structure of composition C18H50Cl8O18P4.

CARTESIAN COORDINATES (ANGSTROEM)
C  3.970570  3.824579  -2.632784
O  2.982138  4.556010  -3.424475
P  1.512443  4.759327  -2.819014
O  1.458031  5.581441  -1.568527
O  0.755614  5.367292  -4.110279
C  0.649180  4.548126  -5.309895
O  0.823539  3.299549  -2.525725
C  -0.554701  3.216091  -2.520752
H  3.799049  3.770354  -1.557733
H  4.908524  4.312557  -2.897754
H  4.110091  2.764559  -2.844901
H  0.962977  3.504280  -5.307758
H  1.148118  5.122984  -6.090089
H  -0.419025  4.524103  -5.525478
H  -0.858456  2.696489  -1.611996
H  -0.682572  2.571755  -3.390559
H  -1.158789  4.101682  -2.717983
C  -2.109919  -8.117880  0.169694
O  -2.347987  -8.541108  -1.114203
P  -2.771250  -7.326168  -2.063001
O  -1.950260  -6.052546  -1.951828
O  -4.398626  -7.000528  -1.880925
C  -4.817444  -5.803626  -1.294199
O  -2.769347  -7.911234  -3.506901
C  -3.230532  -7.056158  -4.543745
H  -1.314829  -7.384668  0.305117
H  -1.825478  -8.883118  0.891915
H  -3.099468  -7.784584  0.482473
H  -5.548545  -5.929608  -0.495626
H  -5.284187  -5.180666  -2.057211
H  -3.985563  -5.242994  -0.867856
H  -3.842687  -7.420113  -5.368909
H  -2.489192  -6.564663  -5.173780
H  -3.748456  -6.197138  -4.117209
C  -0.401458  0.608610  2.012454
O  -0.067039  -0.715271  1.501484
P  -0.403059  -1.197775  0.008878
O  -0.396814  -0.145904  -1.036926
O  -1.744907  -2.009652  0.237450
C  -1.824474  -3.084665  1.079641
O  0.742830  -2.372581  -0.186562
C  1.302715  -2.574968  -1.508307
H  -1.085699  0.819401  2.834334
H  -1.042412  0.964563  1.205875
H  0.419210  1.319756  2.106724
H  -0.871614  -3.329131  1.549100
H  -2.231296  -3.993391  0.636006
H  -2.492728  -2.658803  1.828090
H  2.348270  -2.292536  -1.631383
H  0.651771  -2.126980  -2.259092
H  1.171259  -3.619619  -1.790279
C  -0.928938  3.966715  4.371321
O  0.137766  4.863467  4.413392
P  1.524848  4.587646  3.596969
O  2.007468  3.217154  3.839317
O  1.378086  5.159863  2.000605
C  0.653659  4.337769  1.054880
O  2.586273  5.663038  4.205002
C  2.616568  7.105558  3.905900
H  -1.881696  4.303738  3.962931
H  -1.137614  3.721199  5.412608
H  -0.683477  2.979205  3.980612
H  0.063797  3.568482  1.553249
H  1.383450  3.988450  0.324483
H  -0.043667  4.774173  0.339771
H  2.295817  7.637864  4.801367
H  1.980088  7.465920  3.097735
H  3.615414  7.370519  3.559208
C  -0.290993  0.085721  6.338085
C  -0.139868  -1.307722  5.632286
O  -0.249473  -2.435479  6.406261
O  -1.357755  0.052451  7.269042
H  -0.484644  0.938792  5.687792
H  0.601645  0.292909  6.928314
H  0.781363  -1.217529  5.056687
H  -0.900677  -1.366869  4.853967
H  -1.038628  -2.167434  6.882696
H  -1.020660  -0.236712  8.120127
C  1.991476  0.837070  -3.871145
Cl  3.549677  0.085849  -3.709163
Cl  0.976498  -0.266340  -4.915111
H  1.505620  1.011223  -2.911085
H  2.053039  1.780989  -4.412742
C  -3.697823  2.149110  -0.193608
Cl  -4.132114  2.660438  -1.905575
Cl  -2.901759  3.511271  0.683164
H  -4.634912  1.908455  0.308429
H  -3.005996  1.308111  -0.146894
C  3.659711  -3.643370  -4.230867
Cl  1.900762  -3.902384  -4.544828
Cl  4.203817  -4.450679  -2.749080
H  4.064358  -4.134719  -5.115704
H  4.009277  -2.612481  -4.287302
C  3.476898  0.606032  1.477481
Cl  2.785594  1.292178  0.089484
Cl  3.166447  -1.170672  1.925056
H  4.553510  0.776230  1.470698
H  3.060253  1.189370  2.298594

Cartesian forces (eV/Å) of the 6 atoms listed first:
0.73 0.06 -0.10
-0.69 -1.64 0.94
-0.60 1.05 1.56
0.06 -0.84 -2.22
0.74 -1.37 1.04
-0.92 1.05 -0.37

The HOMO-LUMO gap comes out at 10.45 eV. The net charge is 0.

Quick look at the Mulliken charges, all values in e: -0.39 -0.40 0.68 -0.63 -0.36 -0.60 0.40 -0.71 0.22 0.31 0.08 0.21 0.27 0.29 -0.13 0.43 0.48 -0.63 -0.36 1.14 -0.49 -0.36 -0.33 -0.45 -0.58 0.24 0.28 0.28 0.27 0.29 -0.03 0.30 0.28 0.17 -0.14 0.22 0.47 -0.48 -0.36 -0.38 -0.33 -0.55 0.27 -0.05 0.05 0.26 -0.15 0.34 0.15 0.36 0.30 -0.14 -0.38 1.04 -0.63 -0.33 0.36 -0.40 -0.69 0.28 0.31 -0.25 -0.23 -0.14 0.29 0.28 0.29 0.27 0.03 -0.26 -0.53 -0.61 -0.09 0.31 0.32 0.18 0.35 0.33 0.55 -0.23 -0.19 -0.25 0.06 0.17 -0.17 -0.11 0.38 -0.25 -0.12 -0.13 -0.14 0.32 0.08 -0.36 0.05 -0.16 0.40 0.00